Model P:
C3H3ClN2S2 | ωB97M-V/def2-TZVPD

Computed properties:
- SMILES string = S=c1c(Cl)c[nH]n1S
- HOMO-LUMO gap (eV) = 8.20
- charge = 0

Geometry as XYZ:
```
11
C3H3ClN2S2 ωB97M-V/def2-TZVPD
S 0.03 2.64 -0.07
C -0.14 0.97 0.11
C -1.33 0.15 -0.02
Cl -2.98 0.70 0.03
C -0.98 -1.20 -0.09
N 0.43 -1.25 -0.12
N 0.89 0.03 0.19
S 2.56 0.48 -0.01
H -1.60 -2.10 -0.16
H 0.96 -2.17 0.14
H 2.16 1.77 0.00
```

---

Model Q:
C3H3ClN2S2 | ωB97M-V/def2-TZVPD

Computed properties:
- SMILES string = S=c1c(Cl)c[nH]n1S
- HOMO-LUMO gap (eV) = 8.26
- charge = 0

Geometry as XYZ:
```
11
C3H3ClN2S2 ωB97M-V/def2-TZVPD
S 0.85 -1.84 -1.54
C 0.15 -0.75 -0.52
C -0.93 -0.87 0.43
Cl -1.96 -2.23 0.55
C -1.07 0.35 1.04
N -0.07 1.14 0.62
N 0.58 0.52 -0.39
S 2.10 1.13 -1.07
H -1.88 0.68 1.65
H -0.20 2.16 0.47
H 2.44 -0.29 -1.25
```

---

Energies relative to the most stable structure are model P 19.9; model Q 0.0, reported in kJ/mol.